{
  "formula": "C8H10",
  "method": "ωB97M-V/def2-TZVPD",
  "species": ["C", "C", "C", "C", "C", "C", "C", "C", "H", "H", "H", "H", "H", "H", "H", "H", "H", "H"],
  "xyz": [[-1.3002, -0.2164, -1.2626], [-1.1678, 1.3141, 0.5945], [-1.2846, -1.3064, -0.4295], [-0.9670, 0.1542, 1.3421], [-1.1130, -1.1509, 0.8661], [2.3028, -0.6182, -0.1776], [-1.2688, 1.1215, -0.8220], [2.1547, 0.6852, 0.0517], [-0.9427, 0.2189, 2.3524], [2.0692, 1.1609, 1.0512], [-1.2615, 1.9827, -1.5457], [2.2735, 1.2828, -0.9242], [-1.1412, 2.3560, 0.9079], [-1.1317, -2.2472, -0.8684], [-1.1042, -0.4392, -2.3574], [-0.8807, -1.9004, 1.6676], [2.3315, -1.0527, -1.1551], [2.4317, -1.3449, 0.7089]],
  "atomic_forces_ev_per_a": [[0.7, 1.5, -2.6], [0.3, -0.7, -2.5], [0.5, -0.6, -2.2], [-1.7, 0.8, -1.4], [1.3, 1.1, 4.2], [0.2, -0.8, 2.9], [0.0, -0.5, 0.6], [0.8, 0.4, -1.9], [0.6, 0.5, 3.1], [0.2, -0.4, -1.0], [-0.1, -1.1, 0.9], [-0.7, -0.2, 1.9], [0.1, -0.5, 0.7], [-0.3, -1.3, -0.6], [-0.8, 0.5, 1.3], [-0.6, 0.2, -1.4], [0.2, 0.0, -0.4], [-0.5, 1.1, -1.5]],
  "nbo_charge": [-0.210, -0.215, -0.219, -0.208, -0.206, -0.395, -0.208, -0.402, 0.197, 0.211, 0.219, 0.199, 0.219, 0.209, 0.209, 0.218, 0.195, 0.187],
  "e_tot_ev": -8455.9489,
  "smiles": "c1ccccc1.C=C",
  "de_lowest_kcal_mol": 53.5,
  "lumo_ev": 1.1
}